A cluster of 13 separate species, C6H39NO13 in total. Source: the OMol25 dataset; level of theory: ωB97M-V/def2-TZVPD.

CARTESIAN COORDINATES (ANGSTROEM)
H: -3.94487 0.25962 -0.74043
C: 1.36989 -0.48875 -1.54434
H: 0.77992 -3.10382 1.18477
H: -3.11352 2.12636 -1.80916
H: -1.79403 -0.62781 -0.67261
H: -1.21629 -4.28575 1.68993
H: -1.82858 -2.91111 -0.15730
O: -0.61865 0.61907 1.86664
H: 0.89018 -0.17489 2.50603
C: -0.12379 -0.67558 -1.80617
H: 1.19331 2.11154 0.61411
H: 4.08324 -1.73497 2.32014
H: 1.00958 -0.61746 4.01158
O: -1.03512 -3.43794 2.11279
O: 1.50461 -0.32614 3.23717
C: 1.35961 1.75371 -0.41602
H: -2.65837 3.00727 -2.96878
O: -0.77956 4.65430 -0.85556
H: 3.58350 -4.03062 0.60892
H: -0.72263 0.07622 1.05009
H: -0.18157 -1.69396 1.71651
H: 1.74588 -5.03411 -1.00755
O: 3.07562 -3.69770 -0.14983
H: 1.70208 -0.18926 0.58275
H: -0.18863 4.23752 -1.49331
H: 3.20785 -2.76166 0.02395
H: -1.61162 4.36861 -1.26975
O: -2.88437 3.08142 -2.02526
H: -3.75352 -0.02281 1.69617
O: 2.12182 2.55901 3.22099
O: -4.12726 0.67472 1.11862
H: 2.53283 -1.58005 2.46497
H: 1.49679 3.25445 3.01238
O: 0.20728 2.53662 -3.40904
H: -0.20742 -3.08646 -0.82189
H: 1.59329 1.75225 3.31169
H: 1.78392 -4.28607 -2.29342
H: -1.81035 3.74193 1.32676
O: -2.40472 3.05764 1.02539
O: 3.24675 -2.16470 2.12812
H: -0.60108 0.26609 -2.13400
H: 1.81528 -0.06199 -2.48286
H: 1.13752 2.66602 -3.59236
C: -0.85606 -2.46576 -0.18582
C: 1.89476 0.30065 -0.38104
H: 0.17143 2.39001 -2.45207
H: -0.19514 -1.27665 -2.73944
H: -3.59731 0.09960 -2.18651
H: 0.42222 1.75146 -0.98487
H: -1.14198 1.39075 1.54009
O: -3.32376 0.60251 -1.41169
H: 2.10490 2.51649 -0.73824
H: 1.79282 -1.51832 -1.52820
N: -0.89865 -1.08386 -0.65799
H: -2.49526 3.14733 0.06097
C: -0.22552 -2.65852 1.22629
H: 2.98919 0.37412 -0.33645
O: 1.19358 -4.86611 -1.78375
H: -3.66999 1.48556 1.37793

Computed properties:
ΔE to the lowest compared entry with this formula, charge and spin   287.4 kJ/mol
Spin multiplicity   1
Gap between HOMO and LUMO   9.1 eV
Strongest force on any atom   2.416 eV/A